(1)
Molecular formula: C21H28N5O8SeY
Method: DFT, ωB97M-V/def2-TZVPD

Properties
Total charge: -2
E_HOMO (eV): -0.112
Orbital gap (hartree): 0.12341

```
64
Properties=species:S:1:pos:R:3:forces:R:3
Y -0.671 -0.018 -0.266 -0.2 0.4 -2.6
O -3.257 -3.308 -1.122 -0.2 0.2 0.5
C -3.030 -2.256 -0.537 0.7 1.4 -0.1
O -2.498 -1.175 -1.049 -0.4 -1.8 1.7
C -3.414 -2.145 1.036 1.3 0.7 -1.0
N -2.297 -1.430 1.792 0.1 -0.4 -0.4
C -1.301 -2.381 2.305 0.8 1.4 0.9
C -0.518 -3.155 1.250 0.0 -0.4 -0.1
N 0.244 -2.364 0.274 0.4 0.5 0.4
C 1.587 -2.089 0.826 0.3 0.1 -0.6
C 1.638 -1.167 2.039 1.1 1.7 -0.2
N 1.126 0.276 1.724 -1.2 -2.3 1.8
C 0.374 0.773 2.926 0.8 0.9 0.5
C -0.580 1.943 2.522 0.9 0.2 0.0
N -1.674 1.552 1.619 0.1 -0.1 0.9
C -2.819 0.976 2.362 -1.2 0.7 -0.5
C -2.626 -0.439 2.858 -1.3 -1.4 0.0
C -2.158 2.731 0.889 0.2 0.9 0.6
C -2.795 2.332 -0.425 -1.7 -0.2 -1.2
O -3.917 2.800 -0.648 0.3 0.0 0.1
O -2.143 1.548 -1.208 0.7 0.2 1.7
C 2.221 1.153 1.365 1.1 1.3 -0.5
C 2.323 1.627 -0.150 0.6 -1.5 0.6
O 1.370 1.220 -0.885 -0.7 0.3 0.6
O 3.377 2.202 -0.410 -0.9 0.1 0.1
C 0.414 -3.073 -1.044 -0.4 0.1 0.7
C 0.745 -2.153 -2.261 1.6 -1.0 -0.4
O 1.497 -2.710 -3.105 -1.7 1.4 1.3
O 0.218 -0.994 -2.214 0.3 -0.5 0.5
H -3.644 -3.181 1.355 0.3 0.6 0.4
H -4.301 -1.520 1.071 -0.2 0.1 0.1
H -1.770 -3.027 3.082 0.4 -0.2 -0.5
H -0.554 -1.721 2.858 -1.1 -1.2 -0.6
H -1.141 -3.835 0.704 -0.7 -0.2 -0.4
H 0.187 -3.817 1.747 0.2 -0.2 0.5
H 2.137 -1.573 0.006 -0.1 -0.2 0.5
H 2.175 -3.039 1.049 -0.8 0.8 -0.2
H 2.723 -1.086 2.251 -0.4 0.1 0.0
H 1.233 -1.475 3.011 -0.2 -0.4 -0.7
H 1.068 1.222 3.691 -0.1 -0.1 -0.8
H -0.039 -0.061 3.551 -0.1 0.8 -1.1
H 0.022 2.719 1.920 -0.6 -1.2 1.2
H -0.936 2.442 3.474 0.1 -0.3 -0.9
H -3.730 1.085 1.652 1.3 -0.3 1.3
H -2.988 1.572 3.315 -0.1 -0.2 -1.1
H -3.589 -0.755 3.394 1.1 0.4 -0.5
H -1.813 -0.453 3.615 -0.8 -0.1 -0.5
H -1.296 3.311 0.584 0.4 0.2 0.0
H -2.789 3.422 1.548 0.5 -1.1 -0.9
H 3.167 0.650 1.634 -0.2 0.5 -0.3
H 2.205 2.133 1.895 -0.2 -0.8 0.1
H -0.563 -3.492 -1.273 -0.1 -0.3 -0.1
H 1.165 -3.865 -0.889 -0.2 0.1 -0.4
Se 0.342 3.427 -6.005 -0.6 0.2 0.2
C 1.900 2.594 -5.342 -0.6 0.0 -0.9
C 2.929 2.460 -6.310 1.1 -0.7 0.9
C 4.148 1.946 -5.879 -1.7 0.3 0.7
N 4.262 1.617 -4.593 3.7 -0.6 -0.8
C 3.333 1.717 -3.700 -0.9 -0.4 1.9
C 2.055 2.116 -4.019 -0.3 1.1 -1.3
H 2.791 2.714 -7.347 -0.3 0.3 0.0
H 5.028 1.819 -6.517 -0.2 0.0 0.1
H 3.643 1.475 -2.648 -0.6 0.1 -1.1
H 1.203 2.186 -3.346 0.4 -0.1 0.0
```
Forces are in eV/Å.


(2)
Molecular formula: C21H29BN2O2
Method: DFT, ωB97M-V/def2-TZVPD

Properties
SMILES string: c1cc(N2CCOCC2)ccc1Cc1ccc(N2CCOCC2)cc1.B
Total charge: 0
E_HOMO (eV): -7.356
Orbital gap (hartree): 0.25110

```
55
Properties=species:S:1:pos:R:3:forces:R:3
C 1.530 0.350 1.138 0.8 -0.1 -0.3
C 2.793 0.889 0.894 -0.5 -0.3 0.0
C 3.811 0.104 0.319 -0.6 -0.1 -0.1
N 5.051 0.688 0.075 0.3 -0.1 0.4
C 5.786 0.304 -1.135 -0.2 0.7 0.1
C 7.242 0.753 -0.997 -0.1 0.1 0.1
O 7.354 2.125 -0.601 -0.1 -0.5 0.2
C 6.670 2.426 0.614 -0.1 -0.1 -0.4
C 5.194 2.074 0.521 0.5 -0.3 -0.4
C 3.536 -1.249 -0.010 0.0 0.5 0.3
C 2.275 -1.792 0.242 0.2 0.9 0.2
C 1.272 -0.982 0.831 0.4 0.2 0.3
C -0.021 -1.611 1.254 0.4 0.0 -0.8
C -1.297 -0.977 0.816 0.0 0.8 -0.7
C -2.435 -1.198 1.579 -0.6 1.1 0.1
C -3.627 -0.536 1.283 0.9 -0.1 -1.0
C -3.717 0.260 0.105 0.0 -1.0 0.6
N -4.940 0.822 -0.213 -0.3 0.9 -0.1
C -5.401 0.879 -1.610 -0.5 -0.3 0.8
C -6.490 1.952 -1.715 -0.1 0.1 0.0
O -7.520 1.781 -0.730 0.6 0.2 -0.1
C -7.026 1.788 0.602 0.0 -0.3 0.0
C -5.966 0.716 0.809 -0.4 0.1 -0.5
C -2.600 0.395 -0.729 0.9 -0.5 0.1
C -1.382 -0.239 -0.400 -1.9 0.2 1.5
H 0.749 0.997 1.548 0.2 -0.4 0.0
H 2.953 1.930 1.158 -0.1 -0.3 -0.2
H 5.758 -0.787 -1.252 0.1 0.4 0.0
H 5.318 0.777 -2.030 0.2 -0.3 0.3
H 7.731 0.069 -0.265 0.0 0.5 -0.3
H 7.743 0.708 -1.978 -0.1 -0.2 0.5
H 7.082 1.872 1.480 0.2 0.2 -0.4
H 6.784 3.512 0.737 0.1 -0.4 0.2
H 4.662 2.768 -0.159 0.1 -0.1 0.3
H 4.799 2.158 1.540 0.0 0.1 -0.3
H 4.347 -1.858 -0.409 -0.4 0.1 0.0
H 2.103 -2.842 -0.034 -0.1 0.5 0.3
H -0.012 -1.788 2.360 -0.1 -0.5 -1.1
H 0.022 -2.409 0.533 -0.3 -1.9 0.9
H -2.425 -1.825 2.475 0.3 0.2 -0.3
H -4.470 -0.680 1.936 0.0 -0.1 -0.1
H -5.840 -0.103 -1.900 0.3 0.3 0.0
H -4.550 1.105 -2.266 -0.5 0.0 0.2
H -6.006 2.953 -1.631 -0.4 -0.4 0.0
H -7.039 1.864 -2.664 0.4 0.2 0.2
H -7.897 1.558 1.234 0.3 0.3 -0.1
H -6.580 2.762 0.883 -0.3 -0.1 -0.3
H -6.429 -0.293 0.794 0.1 0.3 0.2
H -5.502 0.902 1.784 -0.2 -0.1 -0.2
H -2.656 1.015 -1.628 0.0 -0.3 0.3
H -0.551 -0.108 -1.058 0.6 0.0 -0.1
B -0.072 -6.187 -1.125 0.3 3.3 1.4
H -0.774 -6.327 -0.135 0.3 -1.0 -0.8
H -0.489 -5.267 -1.839 0.1 -1.4 -0.2
H 1.145 -6.196 -1.030 -0.7 -1.0 -0.4
```
Forces are in eV/Å.


(3)
Molecular formula: C21H29CoN3Si
Method: DFT, ωB97M-V/def2-TZVPD

Properties
Total charge: +1
E_HOMO (alpha / beta) (eV): -11.353 / -11.376
Expectation value of S²: 6.0116
Orbital gap (alpha / beta) (hartree): 0.33762 / 0.24589
Spin multiplicity: 5

```
55
Properties=species:S:1:pos:R:3:forces:R:3
Co -0.038 0.324 -0.065 0.3 -0.2 -0.2
N 1.190 -0.050 1.641 -0.2 0.2 -0.4
C 1.736 -1.386 1.835 0.1 -0.3 0.0
C 2.137 -1.729 3.120 -0.1 0.1 0.0
C 2.676 -2.972 3.394 0.0 0.0 0.0
C 2.805 -3.888 2.362 0.0 0.0 0.1
C 2.406 -3.546 1.084 0.0 0.0 0.0
C 1.877 -2.286 0.775 0.0 0.1 0.1
C 1.480 -2.045 -0.640 0.0 -0.1 -0.3
C 2.272 -2.608 -1.650 -0.1 0.0 0.2
C 1.861 -2.603 -2.972 0.0 0.0 -0.1
C 0.641 -2.042 -3.322 -0.1 -0.1 -0.1
C -0.117 -1.411 -2.348 0.0 0.0 0.0
C 0.304 -1.375 -1.015 0.1 0.2 0.2
H 0.722 0.228 2.498 0.0 0.1 0.0
H 1.952 0.610 1.505 0.1 0.0 0.1
H 2.027 -1.007 3.922 0.0 0.0 0.0
H 2.994 -3.219 4.397 0.0 0.0 0.0
H 3.208 -4.874 2.555 0.0 0.0 0.0
H 2.479 -4.287 0.301 0.0 0.0 0.0
H 3.228 -3.043 -1.391 0.0 -0.1 0.0
H 2.489 -3.046 -3.733 0.0 0.0 0.0
H 0.289 -2.078 -4.345 0.1 0.0 0.0
H -1.036 -0.915 -2.655 0.0 0.1 0.0
C -4.473 -2.383 0.933 0.0 0.0 -0.1
C -3.616 -1.185 1.140 0.2 0.0 0.0
C -3.521 -0.268 2.168 -0.1 0.1 0.0
C -2.480 0.601 1.819 -0.1 0.1 0.0
N -1.966 0.246 0.640 0.2 -0.2 0.1
N -2.659 -0.853 0.257 -0.3 0.1 0.1
C -1.956 1.779 2.568 0.0 -0.1 -0.1
H -5.208 -2.470 1.727 0.0 0.0 0.0
H -3.856 -3.282 0.922 0.0 0.0 0.1
H -5.001 -2.333 -0.021 0.0 0.0 0.0
H -4.132 -0.223 3.053 0.0 0.0 0.0
H -2.450 -1.313 -0.614 0.2 0.0 0.0
H -2.741 2.522 2.703 0.0 0.0 0.0
H -1.134 2.241 2.020 0.0 0.1 0.1
H -1.608 1.483 3.558 0.0 0.0 0.0
C -0.885 2.845 -2.988 0.1 0.2 0.3
Si 0.397 3.290 -1.678 -0.1 0.0 -0.1
C 1.777 4.290 -2.487 -0.2 -0.2 0.1
C -0.268 4.287 -0.221 0.0 -0.2 -0.3
C 1.143 1.677 -1.027 0.0 0.4 0.1
H -1.407 3.738 -3.339 0.0 0.0 0.0
H -1.637 2.139 -2.627 0.0 0.0 0.0
H -0.389 2.395 -3.851 0.0 0.0 0.0
H 1.373 5.224 -2.881 0.0 0.0 0.0
H 2.236 3.746 -3.314 0.0 0.0 0.0
H 2.562 4.542 -1.771 0.0 0.0 0.0
H -0.680 5.236 -0.570 0.0 0.0 0.0
H 0.544 4.522 0.472 0.0 0.0 0.0
H -1.054 3.771 0.335 0.0 0.0 -0.1
H 1.957 1.902 -0.328 0.0 0.0 0.0
H 1.554 1.082 -1.849 0.0 -0.1 0.1
```
Forces are in eV/Å.


(4)
Molecular formula: C21H29F5IrN7O4STe
Method: DFT, ωB97M-V/def2-TZVPD

Properties
Total charge: +3
E_HOMO (alpha / beta) (eV): -16.528 / -16.523
Expectation value of S²: 8.7860
Orbital gap (alpha / beta) (hartree): 0.28065 / 0.16811
Spin multiplicity: 6

```
69
Properties=species:S:1:pos:R:3:forces:R:3
Ir 10.694 10.839 10.024 -0.6 0.4 0.1
C 13.101 15.330 7.365 -0.3 -1.0 0.3
N 11.853 14.575 7.136 0.1 1.1 -0.5
C 10.758 15.283 6.433 0.6 -1.1 2.4
C 11.846 13.287 7.401 -1.1 -1.4 0.0
O 12.740 12.654 7.972 0.1 -0.1 0.0
C 10.568 12.446 7.003 -1.2 1.1 -0.3
O 10.586 11.133 7.527 0.5 -0.6 1.3
C 11.375 10.164 6.885 0.0 -0.6 -0.9
C 11.826 9.061 7.882 0.3 0.9 -0.5
O 11.690 9.238 9.156 -0.2 -0.3 -0.9
N 12.468 8.043 7.365 -0.8 -0.6 1.8
C 12.805 6.853 8.167 -0.3 -0.4 -0.7
C 12.741 7.842 5.977 -0.1 -0.1 -1.1
H 13.604 15.584 6.461 0.1 0.1 -1.0
H 13.780 14.684 7.910 -0.1 0.2 0.3
H 12.896 16.240 7.880 -0.2 0.5 0.6
H 9.865 14.734 6.470 -1.0 -1.1 -0.3
H 11.038 15.513 5.484 0.8 0.5 -2.9
H 10.473 16.181 6.906 0.3 1.2 0.9
H 10.376 12.371 5.901 0.4 0.3 0.8
H 9.626 12.862 7.472 1.1 -0.1 -0.6
H 12.363 10.617 6.527 -1.5 -0.5 -0.1
H 10.681 9.656 6.090 1.7 1.0 1.0
H 12.562 7.047 9.168 -0.4 0.2 1.4
H 13.862 6.589 8.143 0.0 0.2 -0.5
H 12.180 6.017 7.794 0.5 0.4 0.2
H 12.301 6.890 5.613 0.7 0.4 0.4
H 13.823 7.916 5.908 0.0 -0.4 -0.6
H 12.282 8.597 5.369 0.1 0.5 -0.3
N 11.741 10.556 14.314 0.6 0.0 -1.4
C 10.588 9.883 14.540 1.0 1.0 -1.1
C 10.055 9.590 15.739 -0.2 -0.9 0.3
C 8.812 9.066 15.646 -2.0 -1.1 0.9
C 8.139 8.783 14.345 -1.5 -0.5 3.5
C 8.718 9.029 13.187 1.1 -0.3 -3.4
C 9.996 9.643 13.238 0.1 1.3 0.0
N 10.775 10.244 12.280 0.5 -0.7 1.4
C 11.867 10.704 12.974 -0.1 -0.5 0.5
C 13.058 11.153 12.371 -0.4 0.2 -1.8
C 14.326 11.428 12.765 0.8 0.1 1.9
S 15.343 11.923 11.527 -0.5 -0.2 -0.1
C 13.999 11.720 10.462 1.6 0.6 -0.6
N 12.936 11.315 11.012 -1.9 -0.2 -0.7
H 12.476 10.887 14.930 -0.5 -0.2 0.4
H 10.688 9.617 16.594 -0.1 0.3 1.0
H 8.276 8.757 16.594 0.6 0.4 -1.4
H 7.139 8.326 14.517 0.9 0.3 -0.8
H 8.380 8.691 12.173 -0.2 0.6 1.3
H 14.726 11.359 13.760 0.1 0.0 0.3
H 14.102 11.964 9.433 -0.2 0.1 -0.8
F 8.737 12.204 12.358 -0.4 -0.4 0.8
Te 9.461 13.715 11.611 -1.7 3.8 0.7
F 7.888 13.937 10.692 -0.2 0.2 0.3
F 11.005 13.429 12.543 0.9 -0.1 0.7
F 8.876 14.777 13.043 0.4 -1.0 -1.2
F 10.153 15.214 10.733 -0.3 -0.6 0.8
O 10.091 12.723 10.272 1.5 -2.5 -2.3
C 6.080 7.692 9.587 -1.5 -0.5 0.3
N 6.354 9.059 9.119 -1.9 0.5 -1.8
C 5.558 9.622 7.917 -0.2 0.2 1.6
C 7.459 9.629 9.363 3.2 0.2 0.6
N 8.560 9.992 9.560 -0.8 0.1 0.1
H 5.722 7.078 8.735 0.4 0.4 0.4
H 5.260 7.676 10.352 0.7 0.2 -0.6
H 6.954 7.219 10.013 0.3 0.1 0.0
H 5.001 10.556 8.164 0.6 -0.8 0.1
H 4.872 8.834 7.698 -0.6 -0.3 -0.3
H 6.177 9.784 7.054 0.6 0.0 -0.2
```
Forces are in eV/Å.